No. 1
DFT (ωB97M-V/def2-TZVPD) results for a structure of composition C5H13N2O at a distorted geometry.

CARTESIAN COORDINATES (ANGSTROEM)
H -2.25 1.16 1.68
N -2.86 0.27 -0.80
H -0.27 -0.01 1.36
N -2.31 0.15 1.83
C -0.80 -0.76 -1.71
H 2.37 0.51 0.58
H -1.94 0.93 -0.73
C -1.68 -0.36 -0.53
C -1.18 -0.44 1.01
H 4.06 0.27 0.92
H -0.62 -1.85 -1.85
C 3.16 0.76 1.26
H 1.02 -0.42 -2.61
H -1.34 -0.41 -2.60
H 3.27 1.89 1.22
H -1.24 -1.53 1.04
C 0.67 -0.31 -1.55
H -3.14 -0.06 1.29
H 2.92 0.41 2.26
O 1.46 -0.99 -0.69
H 0.71 0.79 -1.38

**Lowest unoccupied orbital energy**: 0.1488 Ha
**Charge**: -1

***

No. 2
DFT (ωB97M-V/def2-TZVPD) results for a structure of composition C20H30F18FeO15P3 at a distorted geometry.

CARTESIAN COORDINATES (ANGSTROEM)
H -1.96 -5.81 3.08
C 0.43 3.70 -2.35
C -5.42 -0.01 3.50
H 5.08 1.41 -2.89
P -0.05 4.51 1.99
H 3.71 -2.41 2.21
C -3.75 -5.47 1.77
P 3.31 1.30 1.56
H 4.61 2.90 -5.12
H -3.51 -6.55 3.71
H -4.43 -4.71 2.18
C -6.24 -1.50 1.95
F 2.91 0.57 0.14
F -0.72 0.75 1.61
F 0.21 -1.29 1.17
C 3.60 -2.21 -0.37
P -1.12 -0.54 0.69
H 2.97 2.58 -5.17
O 4.92 -4.05 -0.28
O -6.15 -0.20 2.28
H -7.26 0.97 4.26
C 3.92 2.11 -5.41
O 4.34 -2.38 -1.56
C 1.21 5.03 -4.00
F 3.95 -0.03 2.22
Fe 0.56 2.03 0.45
F 0.74 4.18 0.60
O -4.69 -6.44 1.25
H 4.14 -1.46 0.22
O -0.50 4.59 -2.55
F -1.46 -1.82 -0.30
O 1.04 0.24 -2.87
C -2.97 -4.90 0.63
H 4.29 -0.06 -5.41
F -1.90 -1.30 1.90
F 4.85 1.68 1.18
C 4.40 0.68 -3.31
C 5.17 -3.41 -1.44
H -1.22 7.24 -2.75
H -5.98 1.13 5.37
O 6.02 -3.79 -2.20
C 3.87 0.71 -4.76
C -6.36 0.46 4.60
F 1.23 5.14 2.67
O 1.46 3.85 -3.23
C -0.18 6.93 -2.88
O -5.31 -6.95 -0.86
F -0.46 5.96 1.34
C 3.96 -3.42 1.86
H 2.90 -4.22 0.23
F -0.85 4.62 3.34
F -0.22 0.19 -0.46
H 0.27 6.94 -1.88
H -4.64 0.73 3.33
O -7.03 -1.93 1.17
O 3.17 0.85 -2.59
H 3.45 -4.07 2.56
F -1.34 3.90 1.16
H -0.98 5.36 -4.24
H -4.75 -1.74 4.66
O -3.73 -5.42 -0.49
C -2.95 -6.20 2.84
C -4.76 -1.37 3.63
H -1.95 -5.23 0.43
H 1.39 4.80 -5.05
H 1.99 5.74 -3.72
H -3.72 -1.31 3.29
H 4.79 -0.32 -3.12
F -2.48 0.11 0.18
H 5.03 -3.33 2.09
F 0.34 2.93 2.41
O 0.41 2.91 -1.46
F 1.79 0.84 1.99
C -0.14 5.59 -3.59
C -4.65 -6.30 -0.10
H 2.58 -1.87 -0.57
F 3.50 2.11 2.93
H -3.03 -3.81 0.69
C 2.15 0.36 -3.29
F 2.60 2.60 0.87
H 4.00 2.01 -6.49
C 3.75 -3.54 0.39
H -6.70 -0.42 5.15
O -5.50 -2.26 2.80
H 0.22 7.71 -3.54
O 2.53 0.26 -4.59
H -2.69 -7.16 2.36

**Multiplicity**: 5
**Lowest unoccupied orbital energy (alpha / beta)**: 0.0610 / 0.0610 Ha
**Charge**: -1

***

No. 3
DFT (ωB97M-V/def2-TZVPD) results for an isolated molecule of C15H14N2O3S at a distorted geometry.

CARTESIAN COORDINATES (ANGSTROEM)
H -0.30 -1.82 -0.88
H -2.66 1.40 -0.43
H 1.29 -3.54 -1.63
C -2.12 2.34 -0.36
C 2.19 0.54 -0.32
H -1.60 2.13 1.73
C 1.21 1.44 0.01
N -1.51 -0.54 1.23
H -2.22 0.11 1.56
H -0.54 3.22 0.82
C 0.99 -4.80 0.08
C -1.41 2.59 -1.67
H 2.06 -0.52 -0.20
H 1.69 -5.55 -0.25
C 0.30 -4.97 1.27
O -2.81 -2.17 2.01
H -1.14 -4.12 2.62
H 3.97 3.22 -1.22
C -0.80 -2.85 0.94
C -0.59 -4.00 1.70
H -0.58 1.61 -3.10
O -1.17 3.66 -2.14
H -2.81 3.16 -0.17
H 4.22 0.61 -1.15
S 1.74 3.07 -0.30
C -0.12 -2.69 -0.27
C 3.25 2.51 -0.88
C -1.08 2.27 0.77
C -0.10 1.14 0.55
O -1.06 1.44 -2.27
C 3.35 1.15 -0.83
C 0.77 -3.66 -0.69
N -0.34 -0.10 0.75
H 0.47 -5.85 1.87
C -1.78 -1.87 1.44

**Lowest unoccupied orbital energy**: 0.0064 Ha
**Charge**: 0
**SMILES**: O=C(O)CC/C(=N\NC(=O)c1ccccc1)c1cccs1

***

No. 4
DFT (ωB97M-V/def2-TZVPD) results for a structure of composition C21H15ClN4O4PRhS2 at a distorted geometry.

CARTESIAN COORDINATES (ANGSTROEM)
Rh -0.06 -0.18 -0.03
H 1.84 -1.99 -2.26
C 4.08 0.70 0.70
C 3.51 -2.13 -3.61
C 0.06 2.06 -2.28
N -0.83 1.35 -1.58
O -2.97 -2.58 -0.78
O -1.12 -3.90 -0.26
C -2.13 1.52 -1.76
N 3.13 0.80 5.15
N 0.81 4.30 4.05
P 1.96 0.59 -1.02
H 5.60 3.08 2.54
C 4.97 1.27 1.59
S 1.31 -0.46 2.18
C 0.84 1.15 2.55
C -1.74 3.21 -3.37
C 1.06 3.20 3.85
C 2.98 2.82 0.40
Cl -1.61 -2.60 -0.44
H 3.25 -3.11 -3.98
H 2.05 2.30 -2.64
H 4.13 -0.36 0.48
H -2.78 0.88 -1.17
H -2.09 3.96 -4.07
C 3.88 3.39 1.29
C 2.73 -1.51 -2.65
O -1.41 -1.83 0.77
H 2.19 3.42 -0.03
C -2.64 2.45 -2.64
H 3.80 4.44 1.53
C 3.11 1.47 0.08
S -0.32 1.83 1.48
C 2.35 1.28 4.45
C 4.23 0.38 -2.66
H 5.73 0.66 2.06
C -0.38 3.02 -3.21
H -3.70 2.58 -2.75
C 4.89 2.63 1.86
C 1.40 1.86 3.60
N 1.38 1.85 -2.03
H 5.23 -1.96 -4.88
H 0.33 3.59 -3.78
H 5.88 0.25 -4.02
O -0.84 -1.93 -1.47
H 4.53 1.34 -2.27
C 3.09 -0.25 -2.18
C 4.64 -1.49 -4.11
C 5.00 -0.24 -3.63

**Lowest unoccupied orbital energy**: -0.0824 Ha
**Charge**: 0

***

No. 5
DFT (ωB97M-V/def2-TZVPD) results for a structure of composition C6H13N2PtS at a distorted geometry.

CARTESIAN COORDINATES (ANGSTROEM)
H -1.29 0.11 1.38
N -3.09 -1.16 -1.98
Pt -1.41 -1.36 -0.87
C 0.03 1.22 0.14
C -0.42 0.76 1.37
C 1.87 2.36 1.22
S -0.71 0.84 -1.36
H -0.03 0.74 3.48
H 0.90 -1.77 -1.84
C 1.48 -1.94 -0.95
N 1.13 2.04 0.11
H 0.79 -1.75 -0.07
C 1.46 1.88 2.45
H -1.29 -2.93 -1.12
H 2.30 -1.23 -0.83
H 1.45 2.36 -0.81
H -3.09 -1.69 -2.85
H 1.93 -2.94 -0.87
C 0.30 1.10 2.51
H 2.05 2.11 3.35
H -3.28 -0.17 -2.14
H -3.81 -1.58 -1.38
H 2.72 3.01 1.06

**Multiplicity**: 3
**Lowest unoccupied orbital energy (alpha / beta)**: 0.1116 / 0.1017 Ha
**Charge**: -1

***

No. 6
DFT (ωB97M-V/def2-TZVPD) results for an isolated molecule of C3H3ClN2 at a distorted geometry.

CARTESIAN COORDINATES (ANGSTROEM)
Cl 0.05 -0.59 2.59
H 1.87 1.10 -1.26
H 0.93 0.87 1.01
C 0.24 0.56 0.18
C -1.37 -1.22 0.13
N 0.62 1.02 -1.08
N -2.19 -1.94 -0.40
H 0.29 0.60 -1.94
C -0.44 -0.42 0.79

**Lowest unoccupied orbital energy**: -0.0122 Ha
**Charge**: 0
**SMILES**: N#C/C(Cl)=C\N